1.
DFT (ωB97M-V/def2-TZVPD) results for the molecule C3H3NO2.

XYZ file:
```
9
Properties=species:S:1:pos:R:3:forces:R:3:nbo_charge:R:1
O -0.57408 -1.64302 -0.01307 0.2 0.3 -0.1 -0.5972
C -0.25320 -0.37222 0.18187 0.2 0.1 -0.2 0.2718
C 0.55862 0.35549 -0.71557 -0.1 0.3 0.5 -0.0240
O 1.08245 -0.02146 -1.78083 -0.1 -0.1 0.1 -0.6698
C -0.77080 0.25196 1.35923 -0.4 0.6 0.9 0.1788
N -1.16048 0.81825 2.29211 0.4 -0.6 -0.9 -0.2329
H -0.12341 -1.96335 -0.81854 0.0 0.3 0.0 0.5223
H 1.11461 1.12261 0.04544 0.3 -0.7 0.1 0.2780
H 0.19699 1.49181 -0.53391 -0.6 -0.3 -0.5 0.2731
```
Forces are in eV/Å.

Calculated values
- E: -8740.39421 eV
- LUMO (alpha / beta): -1.251 / -1.252 eV
- 2S+1: 1
- Frontier orbital gap (alpha / beta): 7.836 / 7.833 eV
- Energy above the lowest of the compared OMol25 structures with the same formula, charge and spin: 457.05 kJ/mol

2.
DFT (ωB97M-V/def2-TZVPD) results for a cluster of 2 separate species, C7H5N3O2S in total.

XYZ file:
```
18
Properties=species:S:1:pos:R:3:forces:R:3:nbo_charge:R:1
C 0.15452 0.25045 2.16724 -0.8 1.2 -0.2 -0.2789
C 1.15857 0.14191 -0.00270 -0.8 0.8 0.7 -0.2898
C 1.15218 -0.62822 2.54375 1.4 -0.9 0.8 0.0247
C 2.11797 -0.68644 0.51015 1.9 -0.6 -0.2 0.0497
C 0.13986 0.67371 0.78850 -1.0 -0.9 -0.3 -0.0103
C -1.87264 -2.62144 -3.96307 0.1 -0.6 -0.4 0.4505
C -1.02463 1.40956 0.10806 2.4 -2.0 2.5 0.2066
N 2.16976 -1.10627 1.76762 -1.5 0.6 0.2 -0.4184
N -0.56257 1.91818 -2.15378 0.5 0.7 -3.1 0.0165
N -0.90402 1.79828 -1.10153 -0.1 -0.7 1.7 0.0281
O -1.53959 -3.71326 -3.75363 -0.3 1.0 0.1 -0.4496
O -1.97966 1.88153 0.93379 -0.7 0.9 -0.1 -0.6503
S -2.32517 -1.16924 -4.36053 0.2 -0.4 0.3 -0.0016
H -0.53020 0.66028 2.98118 0.7 -0.7 -1.5 0.2406
H 1.23086 0.44627 -1.00553 0.1 0.2 -1.3 0.2108
H 1.23842 -1.01139 3.58635 -0.4 0.6 -0.8 0.2011
H 2.97909 -0.99049 -0.14301 -1.0 0.1 0.6 0.1945
H -1.60275 2.74659 1.09714 -0.8 0.7 1.0 0.4759
```
Forces are in eV/Å.

Calculated values
- E: -26737.91298 eV
- LUMO: -0.044 eV
- 2S+1: 1
- Frontier orbital gap: 8.351 eV
- Energy above the lowest of the compared OMol25 structures with the same formula, charge and spin: 102.42 kJ/mol

3.
DFT (ωB97M-V/def2-TZVPD) results for a cluster of 10 separate species, H20O10 in total.

XYZ file:
```
30
Properties=species:S:1:pos:R:3:forces:R:3:lowdin_spin:R:1
O -1.86900 -2.35813 -1.30247 0.0 0.2 -0.3 -0.0001
H -1.54944 -1.45351 -1.31599 -0.2 0.2 0.1 0.0000
H -1.35771 -2.73340 -0.58841 0.2 -0.4 0.3 -0.0001
O -0.50693 -0.62167 0.96103 -0.3 -0.2 0.7 -0.0024
H -0.05534 -0.06178 0.32481 -0.1 0.5 0.1 -0.0002
H -1.41239 -0.27464 1.01824 0.0 0.2 -0.5 0.0000
O 2.35384 -1.68838 -0.15158 0.4 -0.4 0.3 0.0394
H 1.43309 -1.43599 -0.17174 -0.2 0.1 -0.2 -0.0005
H 2.89314 -1.00668 -0.56562 -0.2 0.2 -0.1 0.0003
O -0.04688 2.13460 2.63747 0.1 -0.5 -1.1 0.2469
H -0.22443 1.82663 3.51493 0.0 0.2 1.1 -0.0049
H 0.87558 2.42619 2.57729 0.0 0.0 0.2 -0.0009
O 3.02876 1.41842 -2.41419 -2.0 -0.4 -0.1 0.0001
H 2.60646 0.91370 -3.12576 1.2 -0.4 -0.7 0.0000
H 2.13504 1.62690 -2.07623 0.7 0.7 0.9 0.0000
O 0.60049 -3.18274 1.41280 0.2 0.1 0.6 0.1983
H 0.30165 -3.28488 2.32713 -0.1 -0.3 -0.1 -0.0044
H 1.54353 -3.41772 1.44720 0.0 0.1 -0.3 -0.0002
O -0.44772 2.98228 -0.91158 0.3 -0.8 0.7 -0.0001
H -0.21993 3.05738 -1.83399 -0.2 0.4 -0.4 0.0000
H -0.96847 3.72822 -0.61772 0.0 0.3 -0.4 0.0000
O -0.64733 0.67595 -3.13782 -0.5 -0.8 -0.2 0.0000
H -1.01157 -0.21755 -3.02585 0.3 0.1 0.5 0.0000
H -0.84474 0.73346 -4.07911 0.2 0.7 -0.3 0.0000
O 0.60660 -0.58014 3.45467 -0.4 0.3 -0.3 0.5297
H 0.08624 -0.75752 2.62254 0.4 0.1 -1.3 -0.0032
H -0.12055 -0.37483 4.06265 0.0 -0.1 0.8 0.0023
O -2.88062 0.93415 -0.41706 0.4 -0.9 0.7 0.0001
H -3.59160 1.54067 -0.22034 -0.1 0.3 -0.3 0.0000
H -2.49776 1.12156 -1.27284 -0.1 0.5 -0.3 0.0000
```
Forces are in eV/Å.

Calculated values
- E: -20788.58701 eV
- LUMO (alpha / beta): -3.696 / -10.701 eV
- ⟨S²⟩: 0.758
- Net charge: +1
- 2S+1: 2
- Frontier orbital gap (alpha / beta): 10.447 / 3.441 eV
- Energy above the lowest of the compared OMol25 structures with the same formula, charge and spin: 143.12 kJ/mol